Entry from the Open Molecules 2025 dataset: a 2-piece molecular cluster, C40H54BrF2N4O4Si3 overall at a distorted geometry (ωB97M-V/def2-TZVPD).

```
108
Properties=species:S:1:pos:R:3:forces:R:3
C -3.322844 0.725820 2.343921 0.04 -0.05 -0.09
C -2.941202 -0.517643 2.101930 0.00 0.05 -0.04
C -1.661636 -1.099833 2.591753 0.18 -0.06 -0.01
C -1.559563 -1.357337 3.997532 0.39 0.01 -0.18
C -2.716102 -1.025505 4.874265 -0.13 -0.04 0.02
C -2.701580 0.103500 5.686887 -0.04 -0.10 -0.04
C -3.798675 0.414488 6.471241 -0.20 -0.02 0.04
C -4.924423 -0.396984 6.457827 0.01 -0.10 -0.10
C -4.947825 -1.525035 5.653092 0.24 0.04 -0.07
C -3.845902 -1.834161 4.866689 -0.14 0.10 0.10
C -0.408765 -1.896955 4.539714 -0.29 0.10 0.10
C -0.262152 -2.176143 6.012252 0.22 -0.08 -0.19
C -0.397242 -3.644197 6.455703 -0.04 -0.09 0.21
O 0.798281 -4.405257 6.328572 -0.07 -0.21 -0.04
C -1.493475 -4.432101 5.736293 0.02 -0.12 0.34
N -2.328400 -5.279546 6.595047 0.12 0.27 0.19
C 0.672248 -2.171819 3.675778 0.16 -0.01 -0.14
N 1.845039 -2.618737 4.216396 -0.15 0.15 -0.09
C 2.809869 -2.871146 3.416060 0.10 -0.18 0.24
Br 4.429575 -3.505765 4.196861 0.01 0.00 -0.05
C 2.729519 -2.695242 2.006589 0.07 0.12 0.04
C 3.841594 -3.015134 1.058800 -0.22 0.06 -0.03
C 3.728617 -4.455694 0.624695 -0.19 -0.25 0.06
O 2.827205 -5.180221 0.914293 0.14 -0.04 0.05
O 4.775408 -4.935023 -0.111885 0.00 -0.06 0.11
C 5.522928 -4.076790 -0.901645 0.10 0.20 -0.22
C 4.783465 -3.454763 -2.040443 -0.06 -1.19 -0.25
O 6.692661 -3.954382 -0.705998 0.01 -0.08 0.06
N 1.641040 -2.232326 1.486334 -0.16 0.16 0.09
C 0.571068 -1.955832 2.286229 0.23 -0.03 0.06
C -0.619173 -1.414220 1.741200 -0.13 -0.10 -0.08
C -0.773203 -1.123495 0.249055 -0.01 -0.16 0.07
F -1.976742 -1.655753 -0.158060 -0.09 0.10 -0.01
F 0.154306 -1.781117 -0.499476 -0.12 -0.26 -0.15
C -0.679215 0.332408 -0.106953 0.26 0.17 -0.08
C 0.775922 0.809313 0.034783 -0.05 0.38 -0.06
Si 1.715538 1.093987 -1.577576 -0.06 0.11 -0.33
C 1.799245 2.918845 -1.987132 0.27 -0.42 0.18
C 1.003925 0.194853 -3.051046 0.24 -0.14 0.16
C 3.500928 0.532900 -1.308254 0.02 -0.12 -0.03
C 4.290391 1.178880 -0.351956 0.16 -0.11 0.08
C 5.612270 0.820115 -0.131943 -0.02 -0.13 -0.11
C 6.186606 -0.198708 -0.882822 -0.20 -0.03 -0.09
C 5.420989 -0.856656 -1.835232 0.61 1.82 0.23
C 4.094901 -0.496044 -2.041721 0.11 0.16 0.08
H -4.320857 1.061329 2.113562 -0.05 0.11 -0.33
H -2.644031 1.457440 2.757117 0.01 0.01 0.38
H -3.574260 -1.174742 1.523482 -0.23 -0.13 0.19
H -1.831494 0.742896 5.688536 0.11 0.09 0.00
H -3.804382 1.299214 7.088916 0.12 0.12 0.06
H -5.784671 -0.147058 7.058559 -0.08 0.06 0.10
H -5.816048 -2.163418 5.616848 -0.14 -0.06 0.05
H -3.879387 -2.702503 4.225792 0.02 -0.10 -0.10
H -1.004515 -1.609985 6.563250 -0.13 0.08 0.03
H 0.718039 -1.817264 6.317713 0.12 0.00 0.16
H -0.662185 -3.614274 7.516032 -0.09 0.08 0.14
H 1.375332 -4.223283 7.073117 0.12 0.16 -0.04
H -2.149275 -3.746657 5.214706 -0.08 -0.05 -0.24
H -0.987093 -5.087812 5.034201 -0.02 0.09 -0.36
H -1.726395 -5.769149 7.248427 0.02 -0.21 -0.07
H -2.904013 -4.677234 7.174330 -0.12 -0.02 -0.01
H 4.828187 -2.811702 1.460796 0.16 -0.02 0.07
H 3.686289 -2.382214 0.186352 0.10 0.13 -0.12
H 5.337555 -2.573119 -2.340373 -1.27 -2.59 0.06
H 3.755526 -3.193136 -1.817205 -0.12 -0.13 0.04
H 4.800060 -4.161446 -2.866014 -0.15 -0.34 -0.06
H -1.322705 0.924164 0.528094 -0.27 -0.06 0.11
H -1.052537 0.432257 -1.123210 -0.07 0.02 -0.12
H 1.351266 0.150037 0.682769 0.02 -0.11 0.01
H 0.758203 1.778078 0.533844 0.09 0.13 0.11
H 2.149574 3.004150 -3.012867 -0.09 0.14 -0.18
H 0.845558 3.427312 -1.890283 -0.12 0.10 -0.06
H 2.552219 3.389708 -1.356802 -0.05 0.22 0.15
H 1.225744 -0.870302 -3.032709 -0.10 -0.17 0.06
H -0.070901 0.320440 -3.139912 -0.14 0.07 -0.04
H 1.452681 0.610215 -3.951157 0.01 0.09 -0.13
H 3.877061 1.983991 0.241121 -0.11 0.09 0.02
H 6.207110 1.344242 0.601158 0.02 0.05 0.12
H 7.217768 -0.482920 -0.741023 0.13 0.01 0.05
H 5.880130 -1.634320 -2.428853 1.06 2.39 -0.08
H 3.523394 -1.018645 -2.795144 -0.12 -0.03 -0.12
C -2.582294 3.209288 -2.471915 -0.29 0.00 0.14
Si -2.877136 3.754815 -4.263057 0.66 -0.04 -0.15
C -3.770803 5.430374 -4.146995 -0.27 -0.15 0.17
C -4.140007 2.520009 -4.969119 -0.23 0.10 0.23
N -1.414047 3.790358 -5.053907 -0.34 0.09 -0.20
Si -1.090535 4.196029 -6.635419 0.15 -0.18 0.54
C -1.548803 5.980393 -7.112145 0.09 -0.04 -0.29
C -1.916787 3.074865 -7.932383 0.11 0.18 -0.23
C 0.772880 4.051791 -6.962085 -0.06 0.09 -0.27
H -3.510179 3.156162 -1.889625 0.05 -0.03 0.02
H -2.119806 2.218103 -2.471136 0.04 0.01 0.02
H -1.908158 3.911924 -1.974674 0.05 -0.03 -0.01
H -4.601863 5.393672 -3.431187 0.01 0.02 -0.02
H -4.187722 5.732167 -5.111274 0.08 0.03 -0.03
H -3.073809 6.201705 -3.812760 0.03 0.02 -0.05
H -3.664230 1.549665 -5.125737 0.02 -0.01 -0.04
H -4.544916 2.863888 -5.924419 0.06 -0.02 -0.05
H -4.988883 2.375445 -4.288768 0.01 -0.01 -0.03
H -2.631357 6.116819 -7.178931 -0.02 0.00 0.08
H -1.124372 6.257320 -8.085365 -0.02 0.01 0.02
H -1.159170 6.676301 -6.366039 -0.03 0.01 0.04
H -1.750719 2.026088 -7.677431 -0.03 -0.02 0.03
H -1.506018 3.249564 -8.934743 -0.02 -0.02 0.02
H -2.994470 3.249933 -7.988148 -0.02 -0.04 0.06
H 1.110161 3.028907 -6.777716 0.01 -0.01 0.05
H 1.324612 4.722444 -6.299045 0.01 -0.02 0.04
H 1.026068 4.312143 -7.996796 0.04 -0.02 0.03
```
Forces are in eV/Å.

Calculated values
E_HOMO, eV: -3.9
Charge: -1

***

Entry from the Open Molecules 2025 dataset: C40H54InN8O3 as an isolated structure at a distorted geometry (ωB97M-V/def2-TZVPD).

```
106
Properties=species:S:1:pos:R:3:forces:R:3
C 5.517526 0.289644 -1.430619 -0.32 0.50 -0.40
C 4.196179 0.600657 -1.288151 0.23 -0.77 1.96
In 2.474529 -0.800763 -1.549554 -0.04 0.06 0.96
C 3.046179 -2.937382 -1.928752 -1.08 -0.90 0.04
C 3.047949 -3.654507 -0.654503 1.36 0.47 -0.14
O 4.053273 -3.746355 0.036567 -0.23 -0.37 0.36
C 1.249328 -0.757008 0.343304 -0.60 0.02 -0.40
C -0.221353 -0.237658 0.272555 1.15 -0.15 -0.26
C -0.671283 0.280583 -1.083341 -1.09 0.05 0.34
C -1.049815 -0.826109 -2.041012 1.08 -1.16 0.02
O -0.860225 -2.005915 -1.836441 -0.67 1.21 -0.27
O -1.623920 -0.411760 -3.207978 0.05 -0.24 0.23
H 6.055743 -0.321692 -0.712222 -0.38 -1.72 -0.98
H 6.109564 0.660407 -2.274026 0.62 1.37 0.94
H 3.944438 1.637644 -1.041482 -0.27 0.59 -2.33
H 1.588414 -0.221054 -2.996711 0.27 0.04 0.13
H 3.971393 -3.086890 -2.475754 0.28 0.26 0.13
H 2.214367 -3.361767 -2.500234 -0.08 0.32 -0.30
H 2.119757 -4.143870 -0.297553 -0.21 0.22 -0.11
H 1.790172 -0.173706 1.086496 0.17 0.12 0.00
H 1.205233 -1.765546 0.751180 0.20 -0.17 -0.04
H -0.881960 -1.063037 0.522769 -0.28 0.10 0.29
H -0.312969 0.577382 0.988023 -0.38 0.02 0.18
H -1.600216 0.851223 -0.934389 -0.05 0.12 -0.04
H 0.023222 0.978684 -1.543530 0.25 -0.08 -0.17
H -1.456931 0.532050 -3.283749 -0.03 0.22 -0.11
N 1.532372 3.900632 -1.168640 -0.02 0.06 0.01
C 2.280665 3.973795 -2.308185 0.11 -0.13 -0.08
C 1.935929 5.123049 -2.968095 -0.07 0.04 0.07
C 0.938151 5.772739 -2.188484 -0.01 -0.01 0.00
C 0.712887 4.993570 -1.083703 -0.03 -0.03 0.01
H 1.579094 3.155133 -0.497044 0.03 -0.04 -0.02
H 2.992004 3.200892 -2.548730 -0.02 -0.02 -0.01
H 2.350947 5.460771 -3.902825 0.01 0.00 0.00
H 0.443967 6.703521 -2.413033 0.00 0.00 0.01
H 0.044052 5.121480 -0.249768 -0.01 0.01 -0.01
N -4.719909 1.402982 -0.311939 -0.07 0.05 0.09
C -5.604968 2.411521 -0.037704 0.04 -0.06 -0.11
C -5.868406 2.381025 1.305530 -0.05 0.08 0.04
C -5.109139 1.316752 1.861747 0.01 0.01 0.08
C -4.410310 0.735140 0.839288 0.08 -0.09 -0.09
H -4.350816 1.184608 -1.219317 0.06 -0.01 0.01
H -5.967287 3.059350 -0.817120 0.05 0.07 0.03
H -6.531933 3.049172 1.831173 -0.04 -0.01 -0.03
H -5.078988 1.011860 2.894967 -0.01 -0.06 -0.01
H -3.722020 -0.093178 0.830554 0.01 0.01 0.03
N 2.907357 1.105599 4.150206 -0.13 0.11 0.06
C 2.332036 0.651387 5.303245 0.13 -0.05 0.00
C 1.253898 1.449240 5.578007 -0.04 -0.02 0.05
C 1.171312 2.421339 4.546334 -0.03 0.05 -0.04
C 2.203932 2.180895 3.679747 0.11 -0.04 -0.05
H 3.718851 0.709626 3.712237 -0.04 -0.06 -0.08
H 2.736344 -0.197553 5.827716 -0.05 -0.03 0.00
H 0.594560 1.346654 6.423692 0.01 0.01 0.01
H 0.437887 3.204642 4.450410 0.00 0.00 -0.01
H 2.497559 2.679446 2.772008 0.00 0.00 0.00
N -0.326314 -1.563900 7.227696 0.04 -0.06 -0.01
C 0.244858 -2.569391 7.960789 -0.02 0.03 0.03
C 0.589784 -3.573279 7.095733 0.01 0.01 0.01
C 0.215529 -3.154359 5.789109 -0.01 -0.02 0.00
C -0.344059 -1.911014 5.904965 -0.08 0.02 -0.01
H -0.677488 -0.703191 7.602049 0.01 0.04 -0.01
H 0.355302 -2.483557 9.028201 0.01 -0.02 0.00
H 1.059642 -4.503784 7.367176 0.01 0.00 0.00
H 0.344751 -3.702307 4.871127 0.02 0.01 -0.01
H -0.750581 -1.244525 5.164106 0.05 0.00 -0.03
N 3.237858 -6.862271 -3.105765 0.06 -0.03 -0.08
C 4.411184 -6.337848 -2.641975 -0.01 0.06 0.18
C 5.427344 -6.831850 -3.413355 -0.01 -0.10 -0.06
C 4.840299 -7.684970 -4.389751 0.02 -0.02 0.00
C 3.487384 -7.682783 -4.172401 -0.05 0.01 0.00
H 2.331498 -6.670802 -2.721553 -0.01 0.07 0.01
H 4.422721 -5.659976 -1.804554 0.05 0.02 0.00
H 6.473365 -6.603133 -3.298145 0.00 0.03 0.00
H 5.352268 -8.233232 -5.163407 0.00 -0.01 0.00
H 2.685877 -8.188440 -4.683200 0.01 -0.01 -0.01
N -7.194130 2.984827 -3.401992 -0.07 0.10 -0.03
C -7.959775 3.824852 -2.638082 0.05 -0.04 0.04
C -8.425079 4.823755 -3.449722 -0.01 0.00 0.01
C -7.924501 4.575547 -4.756210 -0.01 0.00 -0.02
C -7.171710 3.434378 -4.694252 0.06 -0.06 0.01
H -6.722556 2.165996 -3.066317 -0.05 -0.05 0.00
H -8.105963 3.639792 -1.587754 -0.04 0.00 0.00
H -9.054971 5.641387 -3.142247 0.00 0.00 0.01
H -8.098061 5.167060 -5.639247 0.00 0.00 -0.01
H -6.623397 2.905483 -5.454587 0.01 0.02 -0.01
N 5.120315 -2.886584 -5.778142 0.08 -0.01 -0.05
C 5.652589 -4.145038 -5.764124 -0.14 0.00 -0.02
C 6.929759 -4.065936 -6.252866 0.00 0.01 -0.02
C 7.176806 -2.701871 -6.571368 0.01 0.00 0.00
C 6.041229 -2.000239 -6.263663 -0.06 0.02 -0.02
H 4.193599 -2.648816 -5.474129 0.01 0.01 0.09
H 5.078929 -4.983316 -5.406425 0.05 -0.02 0.03
H 7.611570 -4.892246 -6.367276 0.00 -0.01 0.01
H 8.083895 -2.284625 -6.976297 0.00 0.01 0.01
H 5.810680 -0.952157 -6.346821 0.02 0.01 0.02
N -5.359615 3.174562 4.992354 0.00 0.02 0.02
C -5.676797 4.302650 5.696474 -0.03 -0.01 -0.06
C -5.765610 3.962372 7.020129 0.00 0.03 0.01
C -5.485791 2.572849 7.118023 0.01 -0.02 0.01
C -5.237251 2.117468 5.850442 -0.02 -0.01 -0.07
H -5.234880 3.129862 3.996124 0.07 -0.01 -0.01
H -5.812254 5.246487 5.197045 0.00 0.01 0.01
H -6.003108 4.633854 7.828112 0.01 0.00 0.00
H -5.468258 1.977230 8.015241 0.00 0.00 0.00
H -4.985506 1.135692 5.487566 0.00 -0.01 0.02
```
Forces are in eV/Å.

Calculated values
E_HOMO, eV: -3.9
Charge: -1